{
  "formula": "C3H12N3O",
  "method": "ωB97M-V/def2-TZVPD",
  "species": ["C", "N", "N", "N", "C", "C", "H", "H", "H", "H", "H", "H", "H", "H", "H", "H", "O", "H", "H"],
  "coordinates": [[0.19, 2.24, 0.24], [1.07, 3.13, 0.50], [0.51, 0.95, 0.18], [-1.02, 2.59, -0.12], [0.33, -1.54, 0.24], [-0.28, -0.26, -0.27], [1.95, 2.90, 0.97], [0.97, 4.01, -0.01], [1.51, 0.73, 0.11], [-1.42, 3.46, 0.25], [-1.62, 1.92, -0.60], [0.52, -2.23, -0.60], [-0.39, -2.02, 0.92], [1.27, -1.38, 0.78], [-0.19, -0.14, -1.37], [-1.35, -0.20, -0.01], [-0.56, -5.10, -0.42], [-0.70, -4.55, 0.38], [-0.78, -4.50, -1.17]],
  "lowdin_charge": [-0.521, 0.213, 0.085, 0.220, -0.073, -0.199, 0.157, 0.158, 0.160, 0.154, 0.135, 0.085, 0.085, 0.089, 0.130, 0.125, -0.078, 0.035, 0.042],
  "max_force_ev_per_a": 4.16,
  "energy_ev": -9817.4602,
  "gap_ev": 10.7,
  "total_charge": 1,
  "e_homo_ha": -0.509,
  "spin_multiplicity": 1,
  "lumo_energy_ev": -3.16
}